Here is a structure of composition C20H26N7O2PdS at a distorted geometry from OMol25. Energies are from ωB97M-V/def2-TZVPD.

Geometry as ORCA input:
```
! RIJCOSX wB97M-V def2-TZVPD def2/J DEFGRID3
* xyz 3 1
Pd -0.176 -0.286 0.118
O 1.667 1.908 2.977
C 0.919 1.212 2.358
N 1.249 0.391 1.276
C 2.579 0.105 0.898
O 3.540 0.345 1.560
C 2.641 -0.507 -0.469
C 3.843 -0.835 -1.060
C 3.840 -1.258 -2.382
C 2.636 -1.293 -3.074
C 1.467 -0.962 -2.416
N 1.470 -0.604 -1.124
C -0.554 1.150 2.638
C -1.104 1.673 3.792
C -2.478 1.595 3.965
C -3.257 1.021 2.963
C -2.640 0.523 1.831
N -1.307 0.576 1.690
H 4.750 -0.733 -0.478
H 4.765 -1.529 -2.874
H 2.597 -1.569 -4.119
H 0.525 -0.949 -2.945
H -0.444 2.118 4.526
H -2.941 1.979 4.865
H -4.332 0.956 3.057
H -3.207 0.078 1.026
N -0.291 -2.064 1.440
C -0.287 -3.467 0.926
C -1.705 -3.958 0.652
C -2.326 -3.570 -0.688
C -2.668 -2.100 -0.900
N -1.453 -1.290 -1.268
H 0.533 -1.901 2.017
H -1.098 -1.941 2.046
H 0.178 -4.102 1.682
H 0.348 -3.513 0.039
H -2.359 -3.627 1.467
H -1.692 -5.047 0.714
H -3.254 -4.129 -0.807
H -1.678 -3.903 -1.507
H -3.135 -1.655 -0.022
H -3.376 -2.017 -1.724
H -1.736 -0.578 -1.939
H -0.830 -1.915 -1.776
C 1.904 3.407 -0.894
N 0.658 3.868 -0.268
C 0.524 5.039 0.397
C -0.794 5.152 0.778
N -1.408 4.026 0.356
C -0.536 3.221 -0.306
S -0.945 1.783 -1.092
H 2.740 3.737 -0.283
H 1.979 3.832 -1.893
H 1.888 2.324 -0.948
H 1.347 5.719 0.547
H -1.305 5.946 1.297
H -2.392 3.819 0.462
*
```

## Properties
Relative energy (zero: lowest compared OMol25 entry of this formula, charge and spin): 58.5 kJ/mol
Frontier orbital gap (alpha / beta): 6.0 / 6.6 eV



Here is a structure of composition C5H6O2 at a distorted geometry from OMol25. Energies are from ωB97M-V/def2-TZVPD.

Geometry as ORCA input:
```
! RIJCOSX wB97M-V def2-TZVPD def2/J DEFGRID3
* xyz 0 1
C -0.147 -0.861 -1.562
C 0.100 -0.050 -0.325
C 0.748 -0.401 1.006
C -0.641 0.224 0.931
C -0.306 1.665 0.691
O -0.355 2.702 1.282
O 0.365 1.379 -0.495
H 0.754 -0.894 -2.183
H -0.963 -0.475 -2.185
H -0.393 -1.881 -1.264
H 1.598 0.230 1.259
H 0.754 -1.362 1.522
H -1.515 -0.275 1.325
*
```

## Properties
Relative energy (zero: lowest compared OMol25 entry of this formula, charge and spin): 151.9 kJ/mol
Frontier orbital gap: 11.1 eV



Here is a structure of composition C25H24MgN10O4SSe at a distorted geometry from OMol25. Energies are from ωB97M-V/def2-TZVPD.

Geometry as ORCA input:
```
! RIJCOSX wB97M-V def2-TZVPD def2/J DEFGRID3
* xyz 0 1
Mg -0.295 -0.076 0.059
O 1.755 -2.688 -2.274
C 0.985 -1.845 -1.838
O 0.232 -1.924 -0.799
C 0.851 -0.495 -2.551
C 1.264 -0.176 -3.834
C 0.943 1.086 -4.324
C 0.192 1.971 -3.557
C -0.186 1.567 -2.289
N 0.191 0.388 -1.815
C -1.129 2.280 -1.317
O -1.303 3.494 -1.422
O -1.630 1.474 -0.462
H 1.799 -0.903 -4.428
H 1.258 1.371 -5.320
H -0.112 2.941 -3.926
N -1.213 -2.728 3.757
C -0.134 -2.618 2.850
N -0.382 -3.454 1.714
S 0.353 -0.236 3.832
H -1.537 -3.683 3.811
H -1.036 -2.361 4.681
H -0.072 -4.399 1.896
H 0.036 -3.111 0.848
N 0.286 1.559 1.360
C -0.437 2.373 1.774
N -1.247 3.283 2.239
C -1.506 3.385 3.678
C -0.787 4.602 4.260
C -1.164 5.862 3.476
C -0.876 5.681 1.983
C -1.621 4.462 1.448
H -1.188 2.467 4.165
H -2.586 3.494 3.812
H 0.293 4.440 4.208
H -1.062 4.707 5.311
H -0.617 6.722 3.866
H -2.232 6.063 3.612
H 0.198 5.545 1.826
H -1.184 6.566 1.423
H -1.420 4.264 0.397
H -2.698 4.603 1.572
N -5.429 0.647 3.606
C -4.845 0.010 2.848
C -4.108 -0.763 1.898
C -4.597 -1.964 1.387
C -3.833 -2.639 0.457
C -2.604 -2.112 0.086
N -2.127 -0.974 0.587
C -2.870 -0.309 1.464
H -5.555 -2.345 1.715
H -4.173 -3.571 0.029
H -1.976 -2.608 -0.641
H -2.472 0.630 1.828
Se 1.506 -1.870 4.942
N 1.262 -2.967 3.422
C 2.083 -2.404 2.393
C 3.330 -2.747 1.925
C 3.810 -1.993 0.857
C 3.054 -0.957 0.332
N 1.841 -0.619 0.787
C 1.402 -1.350 1.781
N 0.124 -1.204 2.418
H 3.894 -3.566 2.351
H 4.773 -2.222 0.424
H 3.431 -0.368 -0.495
*
```

## Properties
Relative energy (zero: lowest compared OMol25 entry of this formula, charge and spin): 0.0 kJ/mol
Frontier orbital gap: 8.4 eV



Here is a cluster of 2 separate species, C4H12 in total at a distorted geometry from OMol25. Energies are from ωB97M-V/def2-TZVPD.

Geometry as ORCA input:
```
! RIJCOSX wB97M-V def2-TZVPD def2/J DEFGRID3
* xyz 0 1
C 0.453 -1.309 1.499
C 1.889 -1.881 1.351
H 0.547 -0.226 1.435
H -0.260 -1.799 0.838
H -0.018 -1.583 2.451
H 1.757 -2.965 1.292
H 2.586 -1.645 2.142
H 2.272 -1.510 0.410
C -1.289 0.897 -1.742
C -1.080 2.289 -1.131
H -0.283 0.467 -1.731
H -2.007 0.278 -1.218
H -1.478 0.984 -2.814
H -0.588 2.283 -0.155
H -2.011 2.803 -0.886
H -0.442 2.960 -1.708
*
```

## Properties
Relative energy (zero: lowest compared OMol25 entry of this formula, charge and spin): 36.5 kJ/mol
Frontier orbital gap: 12.6 eV
Structure (SMILES): CC.CC



Here is a cluster of 2 separate species, C8H4NO3S in total at a distorted geometry from OMol25. Energies are from ωB97M-V/def2-TZVPD.

Geometry as ORCA input:
```
! RIJCOSX wB97M-V def2-TZVPD def2/J DEFGRID3
* xyz -1 1
C 0.125 0.310 1.002
C -0.092 0.868 -0.322
C -0.088 -1.065 1.267
C -0.315 -0.020 -1.417
C -0.347 -1.869 0.186
C -0.467 -1.366 -1.132
C -0.535 -3.337 0.162
C -0.746 -2.731 -1.983
N -0.789 -3.733 -1.127
O -0.549 -3.969 1.198
O -1.067 -2.799 -3.142
O 2.671 -4.112 -2.384
S 1.715 -4.867 -1.600
H 0.513 0.855 1.893
H -0.008 1.940 -0.361
H 0.045 -1.514 2.264
H -0.215 0.453 -2.465
*
```

## Properties
Relative energy (zero: lowest compared OMol25 entry of this formula, charge and spin): 19.6 kJ/mol
Frontier orbital gap (alpha / beta): 7.2 / 7.2 eV



Here is a structure of composition C24H43IrN2P3S2 at a distorted geometry from OMol25. Energies are from ωB97M-V/def2-TZVPD.

Geometry as ORCA input:
```
! RIJCOSX wB97M-V def2-TZVPD def2/J DEFGRID3
* xyz 4 6
Ir 0.273 -0.596 -0.337
P -0.509 1.451 0.287
P -1.903 -1.342 -0.669
P 2.464 0.255 -0.341
H 1.694 -1.986 -5.044
C 2.299 -2.032 -4.127
C 1.845 -2.800 -3.064
H 0.874 -3.305 -3.090
C -0.900 2.497 -1.165
C -2.038 1.534 1.316
C 0.497 2.634 1.297
C -1.892 -2.951 -1.522
C -2.829 -1.708 0.878
C -3.012 -0.284 -1.687
C 3.669 -0.913 -1.078
C 3.258 0.625 1.261
C 2.667 1.779 -1.357
H 3.340 -1.707 -4.135
H 2.601 -3.107 -2.333
H -1.542 3.325 -0.838
H -1.419 1.915 -1.931
H 0.020 2.900 -1.594
H -2.138 2.565 1.689
H -1.954 0.866 2.185
H -2.950 1.292 0.759
H -0.185 3.443 1.611
H 1.315 3.087 0.728
H 0.887 2.148 2.200
H -2.814 -3.464 -1.225
H -1.034 -3.557 -1.209
H -1.876 -2.800 -2.602
H -3.367 -0.814 1.228
H -2.142 -2.070 1.661
H -3.553 -2.504 0.627
H -3.937 -0.859 -1.874
H -2.529 -0.066 -2.654
H -3.275 0.646 -1.163
H 4.700 -0.611 -0.822
H 3.589 -0.954 -2.172
H 3.498 -1.925 -0.687
H 4.317 0.868 1.076
H 3.199 -0.267 1.898
H 2.764 1.468 1.755
H 3.712 2.110 -1.305
H 2.028 2.583 -0.988
H 2.409 1.598 -2.403
C -0.475 -0.036 -4.116
C -0.508 1.308 -4.496
C -1.351 1.691 -5.550
C -2.165 0.736 -6.189
C -2.137 -0.599 -5.783
C -1.311 -0.997 -4.713
S 0.750 -0.443 -2.935
H 1.823 -0.078 -3.778
H 0.124 1.989 -3.941
H -1.364 2.719 -5.874
H -2.834 1.002 -7.018
H -2.772 -1.324 -6.299
H -1.285 -2.018 -4.352
N 0.951 -3.826 -0.392
C 0.966 -3.328 0.867
N 0.777 -2.066 1.185
C 0.771 -1.858 2.586
C 0.574 -0.662 3.308
C 0.533 -0.745 4.701
C 0.714 -1.958 5.382
C 0.923 -3.144 4.664
C 0.964 -3.072 3.282
S 1.145 -4.440 2.183
H 1.187 -4.806 -0.458
H 1.190 -3.230 -1.188
H 0.444 0.292 2.796
H 0.362 0.145 5.301
H 0.660 -1.994 6.475
H 1.098 -4.138 5.078
*
```

## Properties
Relative energy (zero: lowest compared OMol25 entry of this formula, charge and spin): 97.1 kJ/mol
Frontier orbital gap (alpha / beta): 5.2 / 4.6 eV